1.
Molecular formula: C5H12N
Method: DFT, ωB97M-V/def2-TZVPD

XYZ file:
```
18
Properties=species:S:1:pos:R:3:forces:R:3
H -0.55858 1.47486 2.17933 0.319 0.362 0.228
C 0.23041 -1.22081 -1.16912 0.441 0.713 0.192
H 0.94256 -2.40453 0.42576 -0.209 -0.306 -0.110
H 1.30003 1.10654 -0.08907 -0.225 -0.485 -0.153
H 0.30856 2.50468 0.20895 0.221 -0.053 0.268
C -0.93239 0.93644 -0.43619 1.270 -2.405 1.477
C -0.95986 -0.61017 -0.48670 0.233 -0.566 0.014
H -1.87445 -0.96476 -0.97005 0.019 0.253 -0.166
H 1.77021 -2.63639 -1.21480 0.458 0.240 0.129
C 1.04830 -2.10731 -0.61332 -0.426 -0.071 -0.111
H 0.23600 0.09582 1.90009 0.321 -0.052 0.031
N 0.30190 1.10835 1.76566 -0.488 -0.660 -0.700
C 0.32563 1.41256 0.28486 -0.157 1.589 -0.316
H -0.84823 1.27452 -1.45495 -0.712 0.712 -0.174
H -1.01703 -1.09535 0.49635 -0.092 0.334 0.252
H -1.76742 1.19034 0.21842 -0.427 0.827 -0.876
H 0.51342 -0.77544 -2.12088 -0.354 -0.489 -0.352
H 1.15234 1.46383 2.19843 -0.192 0.056 0.369
```
Forces are in eV/Å.

- Highest occupied orbital energy: -13.35 eV
- Energy above the lowest of the compared OMol25 structures with the same formula, charge and spin: 133.1 kJ/mol
- Net charge: +1
- HOMO-LUMO gap: 9.6 eV
- E: -6862.179 eV
- SMILES: C=CCCC[NH3+]

=====

2.
Molecular formula: C4H8F4Li2N2O10S5
Method: DFT, ωB97M-V/def2-TZVPD

XYZ file:
```
35
Properties=species:S:1:pos:R:3:forces:R:3
O -2.74926 -1.32172 -2.05899 -0.419 0.670 -1.030
H 3.98618 -2.25821 0.53097 -0.069 -0.189 0.137
F -3.92538 2.82329 -0.69209 1.083 0.235 -0.082
S 0.80116 -1.62987 -0.93216 0.430 -0.094 1.428
C 2.95999 -1.88985 0.59966 0.733 -0.384 -0.260
H -0.00896 -3.44662 0.08048 0.493 -0.602 0.362
S 0.68727 3.76078 0.07053 -2.618 2.007 -2.058
H 2.06173 -2.99576 2.12062 -0.336 -0.460 0.030
C 0.60936 -2.67672 0.54835 -1.081 -0.021 -0.811
O 2.17297 1.50263 0.93746 0.856 0.252 -0.004
O 1.11727 4.84982 0.86969 0.377 -0.305 0.456
H 3.02545 -1.10885 1.35483 -0.518 0.312 -0.272
H 2.29850 -4.00155 0.68398 0.172 0.092 -0.099
O 0.21345 -0.33047 -0.66457 -0.520 0.474 -0.152
O -4.67545 -1.04032 -0.51874 -0.795 0.288 0.312
H 3.03533 -2.11259 -1.53001 -0.141 0.039 -0.134
C 2.00002 -3.01459 1.03324 0.288 0.153 0.570
O 0.37889 -2.39055 -2.06777 0.108 0.206 -0.331
F -0.68116 4.28677 -0.58545 0.363 -0.148 0.110
O -4.50301 1.29988 -2.30811 0.338 -0.951 -0.488
Li -3.59067 1.06521 1.28854 -0.317 0.237 -0.004
S 1.16556 2.02548 1.78814 -0.672 -2.006 0.317
O -2.21141 2.20553 -2.39488 1.179 0.684 -0.325
O 1.46850 2.72410 2.97420 -0.055 0.225 0.270
H -0.06316 -2.25309 1.29212 0.344 0.619 -0.042
F 0.47221 0.64549 2.27637 -0.659 0.314 0.132
H 2.83662 -0.40812 -1.03570 -0.087 0.032 0.019
N -0.10517 2.59188 0.91467 2.231 0.065 0.751
S -3.34872 -0.77554 -0.91034 2.428 -1.747 1.530
N -2.82720 0.73384 -0.44494 -0.845 -0.960 -1.376
C 2.58474 -1.44012 -0.80070 -0.060 0.128 -0.302
Li -0.90674 1.01592 0.08967 0.746 -0.404 -0.654
F -2.43790 -1.48820 0.22474 -0.547 0.290 0.457
S -3.29544 1.69976 -1.68377 -2.482 1.425 1.292
O 1.45444 3.35238 -1.05004 0.053 -0.475 0.252
```
Forces are in eV/Å.

- Highest occupied orbital energy: -10.48 eV
- Energy above the lowest of the compared OMol25 structures with the same formula, charge and spin: 0.0 kJ/mol
- Net charge: 0
- HOMO-LUMO gap: 8.6 eV
- E: -93189.504 eV

=====

3.
Molecular formula: CH6N2
Method: DFT, ωB97M-V/def2-TZVPD

XYZ file:
```
9
Properties=species:S:1:pos:R:3:forces:R:3
C -0.24828 0.13533 0.41198 -0.584 0.823 -0.443
H -0.24905 -0.48474 1.20901 0.416 -1.608 3.388
N -0.82326 -0.62904 -0.63280 -0.516 0.403 -1.795
H 1.79998 -0.06208 0.35127 -1.122 0.619 0.323
H 1.17864 0.92126 -0.72437 -0.186 0.517 0.208
N 1.04817 0.66016 0.25516 2.212 -0.353 -1.351
H -0.98971 0.87919 0.60997 -0.151 1.153 0.320
H -0.16222 -1.25893 -1.04073 -0.127 -0.860 0.002
H -1.66234 -1.02454 -0.23360 0.058 -0.695 -0.653
```
Forces are in eV/Å.

- Highest occupied orbital energy: -9.05 eV
- Energy above the lowest of the compared OMol25 structures with the same formula, charge and spin: 55.0 kJ/mol
- Net charge: 0
- HOMO-LUMO gap: 10.2 eV
- E: -4113.764 eV
- SMILES: NCN